*a*
{
  "formula": "C8H24O4",
  "method": "wB97M-V/def2-TZVPD",
  "symbols": ["C", "C", "O", "H", "H", "H", "H", "H", "H", "C", "C", "O", "H", "H", "H", "H", "H", "H", "C", "C", "O", "H", "H", "H", "H", "H", "H", "C", "C", "O", "H", "H", "H", "H", "H", "H"],
  "coordinates": [[33.81478, 18.20529, -22.25200], [33.59154, 17.91717, -20.75783], [32.47310, 18.70863, -20.29586], [34.17337, 19.21034, -22.47422], [32.96426, 17.92787, -22.87470], [34.63605, 17.55565, -22.55465], [34.56176, 18.08793, -20.29134], [33.18649, 16.92099, -20.57984], [32.20714, 18.22537, -19.51016], [32.73960, 18.16997, -28.58777], [31.86764, 18.46767, -29.78494], [31.88347, 17.26339, -30.57089], [32.92625, 19.10885, -28.06647], [33.72660, 17.88809, -28.95448], [32.24368, 17.43706, -27.95138], [32.27918, 19.21616, -30.46206], [30.82126, 18.67768, -29.56338], [32.33643, 17.35340, -31.41251], [37.48579, 14.48425, -28.58130], [36.17239, 15.22294, -28.86464], [35.26315, 15.07922, -27.75616], [38.13873, 14.65715, -29.43679], [37.38301, 13.40266, -28.49355], [38.04150, 14.90183, -27.74170], [35.78747, 15.05277, -29.87012], [36.43624, 16.27044, -29.01035], [34.46006, 14.77965, -28.18849], [33.53611, 15.77734, -25.12717], [34.96778, 15.58290, -24.44335], [35.53414, 14.42772, -24.98429], [32.94428, 16.61700, -24.76275], [32.95766, 14.85350, -25.13188], [33.56948, 16.03665, -26.18534], [34.82408, 15.56251, -23.36305], [35.65784, 16.39407, -24.67554], [35.76980, 14.61693, -25.89548]],
  "charge": 0,
  "e_lumo_ev": 0.60,
  "smiles": "CCO.CCO.CCO.CCO"
}

*b*
{
  "formula": "C8H24O4",
  "method": "wB97M-V/def2-TZVPD",
  "symbols": ["C", "C", "O", "H", "H", "H", "H", "H", "H", "C", "C", "O", "H", "H", "H", "H", "H", "H", "C", "C", "O", "H", "H", "H", "H", "H", "H", "C", "C", "O", "H", "H", "H", "H", "H", "H"],
  "coordinates": [[2.04400, 0.22044, -1.28203], [1.90589, 1.70808, -1.07687], [3.15436, 2.07802, -0.58029], [2.87138, -0.05055, -1.97836], [1.13063, -0.02101, -1.56258], [2.15287, -0.28390, -0.37337], [1.20437, 2.06486, -0.44421], [1.73870, 2.15254, -2.01693], [3.29331, 2.99314, -0.68245], [-0.61487, -3.77316, -1.79795], [-0.66153, -2.34939, -1.10333], [-1.68085, -2.26158, -0.23028], [-1.59904, -3.96386, -2.32696], [-0.57262, -4.50789, -1.07591], [-0.03271, -4.09778, -2.46667], [-0.74114, -1.73522, -1.91871], [0.17008, -2.20778, -0.64902], [-1.75538, -1.53146, 0.35323], [-2.49250, 0.84709, -1.49271], [-2.20086, 1.42969, -0.17389], [-1.79787, 0.47456, 0.77752], [-3.09707, 1.48216, -2.25521], [-3.08631, -0.02457, -1.17365], [-1.51201, 0.48902, -1.82422], [-3.15308, 1.95472, 0.26396], [-1.41138, 2.26059, -0.21623], [-1.25701, 1.02293, 1.47567], [0.63495, -0.36685, 3.22607], [1.33585, 0.92048, 2.83371], [0.18482, 1.82857, 2.32289], [0.12368, -0.76370, 2.35874], [0.07175, -0.17074, 4.14724], [1.48511, -0.97820, 3.55539], [1.75025, 0.80422, 1.91724], [1.81845, 1.62027, 3.55252], [0.59579, 2.73626, 1.91767]],
  "charge": 0,
  "e_lumo_ev": 0.39,
  "smiles": "CCO.CCO.CCO.CCO"
}

List of relative energies, unit kJ/mol: *a* 0.0; *b* 247.1

*a*
{
  "formula": "C14H21NO2",
  "method": "wB97M-V/def2-TZVPD",
  "symbols": ["O", "C", "C", "N", "H", "C", "C", "C", "C", "C", "C", "C", "H", "H", "O", "C", "C", "H", "H", "C", "H", "H", "C", "H", "H", "C", "H", "H", "H", "H", "H", "H", "H", "H", "H", "H", "H", "H"],
  "coordinates": [[2.79507, 2.75904, -2.64837], [2.03636, 1.57771, -2.52883], [1.75753, 0.93103, -3.89931], [1.21161, -0.40767, -3.87443], [1.76566, -0.99356, -3.25817], [-0.20112, -0.53099, -3.54955], [-0.58052, -0.20099, -2.12534], [-1.41868, 0.86733, -1.82518], [-1.72966, 1.17735, -0.51922], [-1.20908, 0.42905, 0.54028], [-0.37415, -0.64368, 0.24542], [-0.07459, -0.94693, -1.07157], [0.57020, -1.79087, -1.27733], [0.04992, -1.25568, 1.02237], [-1.59297, 0.86266, 1.77216], [-1.22958, 0.22477, 2.97897], [-1.76813, -1.20603, 3.15794], [-1.74890, -1.73798, 2.20698], [-2.79557, -1.20279, 3.51877], [-0.79603, -1.83387, 4.15188], [-0.83159, -2.92221, 4.13795], [-1.03234, -1.49426, 5.16155], [0.56783, -1.28768, 3.72601], [1.29460, -1.32457, 4.53601], [0.96320, -1.88391, 2.90176], [0.28791, 0.15177, 3.27505], [0.86639, 0.43081, 2.39530], [0.53885, 0.85697, 4.06666], [-1.70612, 0.87351, 3.72324], [-2.37941, 2.00573, -0.28380], [-1.83316, 1.46330, -2.62625], [-0.75257, 0.11455, -4.23852], [-0.47787, -1.56914, -3.76550], [1.07095, 1.56393, -4.47117], [2.70797, 0.88485, -4.44330], [2.64298, 0.90129, -1.91985], [1.09700, 1.77420, -1.99494], [2.30799, 3.38296, -3.19767]],
  "charge": 0,
  "e_lumo_ev": 0.82,
  "smiles": "OCCNCc1ccc(OC2CCCC2)cc1"
}

*b*
{
  "formula": "C14H21NO2",
  "method": "wB97M-V/def2-TZVPD",
  "symbols": ["C", "C", "C", "H", "H", "H", "C", "C", "C", "C", "N", "C", "H", "C", "H", "H", "C", "H", "H", "C", "H", "H", "H", "H", "H", "C", "H", "H", "H", "O", "C", "O", "C", "H", "H", "H", "H", "H"],
  "coordinates": [[-0.66674, -2.17954, 1.32085], [-1.51487, -1.35534, 0.84565], [-2.65651, -0.86679, 1.70319], [-2.57670, -0.00847, 2.14253], [-3.71808, -1.08071, 1.01038], [-2.98463, -1.76165, 2.59060], [-1.76689, -0.89677, -0.39377], [-0.34560, -0.59082, -1.20012], [0.69495, -0.36839, -1.66589], [2.16698, -0.16670, -1.96457], [2.93061, 0.36314, -0.80773], [3.09579, -0.87754, -0.04212], [4.04038, -1.77195, -0.43910], [3.53387, -0.26129, 1.45051], [4.53650, -0.01825, 1.30632], [3.28299, -1.07435, 2.36300], [2.59276, 0.67724, 1.48598], [2.81896, 1.56217, 2.21594], [1.65162, 0.61903, 1.61764], [2.56097, 1.36738, 0.09946], [3.29652, 2.10166, -0.24742], [1.49708, 1.80739, -0.16115], [2.29200, -1.48498, 0.19503], [2.08342, 0.79312, -2.45550], [2.53608, -0.81347, -2.73299], [-2.40832, -1.65811, -1.49764], [-3.49647, -1.96500, -1.11429], [-2.48663, -1.08904, -2.51760], [-2.10550, -2.69736, -1.42047], [-2.32008, 0.47578, -0.52750], [-1.80648, 1.64798, 0.01224], [-0.84258, 1.45752, 0.59274], [-2.63066, 2.81760, -0.08954], [-2.03596, 3.50141, -0.32153], [-3.40067, 2.57863, -0.91951], [-3.16178, 3.16608, 0.85271], [0.13242, -2.43647, 0.42253], [-0.72798, -2.60322, 2.48309]],
  "charge": 0,
  "e_lumo_ev": 0.75
}

List of relative energies, unit kJ/mol: *a* 0.0; *b* 1186.6

*a*
{
  "formula": "C4H7N3S",
  "method": "wB97M-V/def2-TZVPD",
  "symbols": ["C", "C", "C", "C", "H", "H", "H", "H", "H", "H", "H", "N", "N", "N", "S"],
  "coordinates": [[2.57431, -0.68225, 0.43047], [-0.37398, 0.29928, -0.09484], [-1.83822, 0.99661, -0.20292], [-2.63573, -0.26767, 0.23842], [2.78414, -0.07535, 1.60888], [2.08711, -1.65145, 0.89040], [3.45574, -1.18758, -0.06806], [2.35481, 0.71965, -0.98338], [-2.01501, 2.43292, 0.27576], [-2.37239, 1.20938, -1.54732], [-3.67133, 0.08628, 0.67705], [1.70318, 0.02044, -0.66330], [0.68482, 0.86434, -0.12877], [-2.23641, -1.46485, 0.22030], [-0.50103, -1.29973, -0.65270]],
  "charge": 0,
  "e_lumo_ev": 0.24
}

*b*
{
  "formula": "C4H7N3S",
  "method": "wB97M-V/def2-TZVPD",
  "symbols": ["C", "C", "C", "C", "H", "H", "H", "H", "H", "H", "H", "N", "N", "N", "S"],
  "coordinates": [[0.92413, 0.11994, 0.74666], [-0.35316, -0.25645, 1.19860], [-1.27166, -0.34276, 0.11138], [0.76020, 1.56133, 0.18831], [2.83175, -0.42482, -0.67830], [1.58018, 0.16731, 1.62928], [-0.73488, 0.68683, 1.87057], [-0.54388, -1.28054, 1.88581], [-2.66260, -1.08504, -0.82672], [-2.05732, 0.98331, -1.33574], [1.46091, 2.29394, 0.59531], [-2.08370, -1.37618, -0.04738], [-1.17093, 0.74933, -0.66734], [-0.30188, 1.78516, -0.46882], [1.54153, -0.99634, -0.52032]],
  "charge": 0,
  "e_lumo_ev": 0.49,
  "smiles": "[H]/N=C1/C[C@@H](S)C=NN1"
}

List of relative energies, unit kJ/mol: *a* 476.2; *b* 0.0

*a*
{
  "formula": "C4H7N3S",
  "method": "wB97M-V/def2-TZVPD",
  "symbols": ["C", "C", "C", "C", "H", "H", "H", "H", "H", "H", "H", "N", "N", "N", "S"],
  "coordinates": [[1.34511, -0.10176, 1.04428], [-0.76319, 1.54946, -1.11797], [-0.89900, 0.07946, -1.59116], [-0.68489, -0.72939, -0.41823], [1.88148, -3.32840, 1.52035], [1.86569, 0.80835, 1.15306], [-1.09426, 1.78096, 1.23224], [0.04829, 2.16524, -1.77979], [-1.52766, 2.21590, -1.10799], [-1.67905, -0.32177, -2.31537], [-0.61523, -1.83998, -0.36613], [1.92364, -1.31179, 1.31693], [-0.06518, 0.05533, 0.71567], [-0.38484, 1.47672, 0.39932], [0.64910, -2.49835, 1.31480]],
  "charge": 0,
  "e_lumo_ev": 0.57,
  "smiles": "S/N=C\\N1C=CCN1"
}

*b*
{
  "formula": "C4H7N3S",
  "method": "wB97M-V/def2-TZVPD",
  "symbols": ["C", "C", "C", "C", "H", "H", "H", "H", "H", "H", "H", "N", "N", "N", "S"],
  "coordinates": [[1.59329, -1.07357, 0.53612], [-0.61459, -1.67037, -0.13650], [-1.11404, 0.79663, 0.00343], [-1.94978, 1.83052, 0.28493], [3.33173, 1.40501, -1.21793], [2.26179, -1.60998, 1.20564], [-1.12771, -2.52672, -0.58991], [-2.49250, -0.74023, -0.50895], [-0.11013, 0.95908, -0.28001], [-2.99767, 1.65637, 0.70846], [-1.38579, 2.88729, 0.32328], [1.97756, -0.09827, -0.09146], [0.61544, -1.88782, 0.16229], [-1.44388, -0.53507, -0.35262], [3.45627, 0.60712, -0.04679]],
  "charge": 0,
  "e_lumo_ev": 0.68,
  "smiles": "C=CN/C=N\\C=N\\S"
}

*c*
{
  "formula": "C4H7N3S",
  "method": "wB97M-V/def2-TZVPD",
  "symbols": ["C", "C", "C", "C", "H", "H", "H", "H", "H", "H", "H", "N", "N", "N", "S"],
  "coordinates": [[-1.15437, 0.31422, -0.16556], [-0.54943, 1.75554, 0.12159], [1.02529, 1.48673, -0.05712], [1.10303, -0.06772, -0.04361], [-3.19190, -1.09575, 1.13123], [-3.67213, -1.29677, -0.47013], [-0.57599, 1.83181, 1.38325], [-0.95537, 2.82557, -0.41324], [1.67385, 1.98387, 0.59180], [1.31780, 1.79687, -1.15507], [-0.07378, -1.67352, -0.36454], [-2.83848, -1.18899, 0.10331], [-2.39875, 0.07041, 0.05568], [-0.02828, -0.56588, -0.45611], [2.48681, -0.84459, 0.14030]],
  "charge": 0,
  "e_lumo_ev": 0.43,
  "smiles": "N/N=C1/CCC(=S)N1"
}

List of relative energies, unit kJ/mol: *a* 244.0; *b* 6.6; *c* 0.0

*a*
{
  "formula": "C7H12N2O6",
  "method": "wB97M-V/def2-TZVPD",
  "symbols": ["C", "C", "C", "C", "C", "C", "C", "H", "H", "H", "H", "H", "H", "H", "H", "H", "H", "H", "H", "N", "N", "O", "O", "O", "O", "O", "O"],
  "coordinates": [[-0.21762, 0.48072, 2.34288], [0.35399, 0.26088, 0.95828], [-0.92229, 1.92064, 2.60402], [-0.22864, -0.28903, -1.31977], [-1.53164, -0.39793, -2.01704], [0.64281, -1.42443, -1.82937], [1.38457, -0.91830, -3.10749], [1.05960, -0.87036, 3.24127], [1.51577, 0.94431, 3.49440], [-1.11266, -0.11190, 2.59913], [-0.26471, 2.87343, 2.67936], [-1.64741, 2.02247, 1.82446], [-0.91369, 1.17050, 4.51087], [-1.43406, -0.80742, 0.28017], [0.44498, 0.66196, -1.42890], [0.01219, -2.29415, -2.25067], [1.25773, -1.77230, -0.87726], [3.03871, -1.35301, -4.09408], [-0.75585, 0.31008, -3.66457], [0.64726, 0.21080, 3.51793], [-0.54397, -0.35067, 0.09155], [1.42596, 0.67032, 0.57929], [-1.51946, 1.86480, 3.94514], [-2.51731, -0.87027, -1.43846], [0.94293, -0.33910, -4.08034], [2.54885, -1.71109, -3.25301], [-1.66605, 0.11906, -3.30781]],
  "charge": 0,
  "e_lumo_ev": 0.15,
  "smiles": "N[C@@H](CO)C(=O)N[C@@H](CC(=O)O)C(=O)O"
}

*b*
{
  "formula": "C7H12N2O6",
  "method": "wB97M-V/def2-TZVPD",
  "symbols": ["C", "C", "C", "C", "C", "C", "C", "H", "H", "H", "H", "H", "H", "H", "H", "H", "H", "H", "H", "N", "N", "O", "O", "O", "O", "O", "O"],
  "coordinates": [[1.28896, -1.17056, 0.59806], [0.81076, -1.30979, -0.87550], [2.12993, 0.16504, 0.77486], [1.50867, 1.47180, 0.47901], [-1.15501, 0.03997, -0.15867], [-2.36732, -0.77140, 0.36359], [-1.75152, 1.31351, -0.74767], [1.81367, -3.12642, 1.04544], [3.01370, -2.35481, 0.38666], [0.47796, -1.18418, 1.33346], [2.70464, 0.11951, 1.69453], [2.96292, -0.00484, 0.02347], [1.21798, 2.65118, -0.99294], [-0.80541, -0.92046, -2.00837], [-0.61434, 0.28943, 0.73773], [-2.60889, 1.61627, -0.18861], [-2.05279, 1.24548, -1.74803], [-0.72756, 2.52579, 0.31752], [-3.38605, -0.82641, 2.01474], [2.27942, -2.22322, 1.10414], [-0.34623, -0.61791, -1.15422], [1.44620, -1.84436, -1.72720], [1.02574, 2.25095, 1.23523], [1.69752, 1.80984, -0.80174], [-3.06743, -1.52140, -0.26725], [-0.77864, 2.35437, -0.68549], [-2.61279, -0.37114, 1.63806]],
  "charge": 0,
  "e_lumo_ev": 0.36,
  "smiles": "N[C@@H](CC(=O)O)C(=O)N[C@@H](CO)C(=O)O"
}

List of relative energies, unit kJ/mol: *a* 162.8; *b* 0.0